Formula: C2H7N8
Source: OMol25
Level of theory: ωB97M-V/def2-TZVPD

- frontier orbital gap (eV) = 9.408
- total charge = +1
- HOMO (eV) = -13.752

Structure (XYZ):
```
17
Properties=species:S:1:pos:R:3:lowdin_charge:R:1
C -1.42215 2.82675 -0.10295 -0.088
C 0.29972 -2.21494 -0.76159 -0.152
N -2.00640 1.74924 0.43954 0.042
N -0.04500 2.61448 -0.10256 0.080
N -1.01139 0.92998 0.66231 -0.074
N 0.14985 1.36537 0.36896 -0.037
N 1.31468 -1.12372 -0.80922 0.070
N 0.15239 -2.26800 0.65097 0.034
N 1.35810 -0.43492 0.28918 0.051
N 0.74719 -1.10935 1.19404 0.050
H -1.94304 3.74282 -0.45128 0.139
H -0.68552 -2.00194 -1.41542 0.169
H 0.78731 -3.16695 -1.11091 0.135
H 1.44057 -0.62679 -1.66766 0.155
H -0.82591 -2.46621 0.77509 0.137
H 0.66496 3.26637 -0.08551 0.126
H 1.02462 -1.08219 2.12702 0.162
```